57
Properties=species:S:1:pos:R:3:forces:R:3:mulliken_charge:R:1 method="wB97M-V/def2-TZVPD" gap_ev=1.7 e_tot_ha=-4673.7338 total_charge=+1
F 4.67444 1.47798 -0.84422 0.13 0.07 -0.06 -0.300
C 3.40152 1.61140 -0.43150 0.88 -0.11 -0.50 0.883
F 2.85532 0.40388 -0.46974 -0.26 -0.08 0.15 -0.276
F 3.41857 2.07968 0.79258 -0.19 0.05 0.17 -0.194
C 2.71098 2.60845 -1.39368 -0.02 0.73 0.69 0.302
F 3.08564 2.34239 -2.68401 -0.46 -0.35 0.02 -0.265
F 3.21333 3.82023 -1.09475 0.04 -0.07 -0.16 -0.283
C 1.17469 2.69384 -1.22314 0.24 -0.89 -0.22 0.754
F 0.98071 2.88744 0.09292 -0.08 0.40 -0.17 -0.187
F 0.75137 3.75266 -1.93223 -0.02 0.00 0.28 -0.217
P 0.16725 1.19286 -1.87019 -1.16 0.05 -0.70 -0.092
I -1.36216 0.68086 -0.09781 0.24 0.03 -0.32 0.582
H 1.02403 0.08152 -1.94319 0.30 0.17 0.50 0.009
Be 4.87117 3.11417 -4.04588 -0.21 0.09 -0.05 0.344
N 4.02568 -0.53248 2.30783 -2.25 -0.04 0.10 1.178
O 4.00092 -1.58635 1.73031 0.90 -0.05 -0.11 -0.553
O 3.09159 0.12704 2.64107 0.03 0.01 0.11 -0.438
O 5.27915 -0.11591 2.57069 1.09 1.85 0.82 -0.156
Cl -0.77562 2.27316 2.46103 0.00 0.22 0.30 -0.143
C -0.28799 1.90139 4.15137 0.26 -0.37 0.25 -0.278
C -1.38202 1.21321 4.92144 -0.15 0.05 0.03 -0.436
Cl -2.76382 2.29150 5.20980 -0.01 0.00 -0.05 -0.162
H 0.00292 2.84393 4.61091 -0.10 0.12 -0.15 0.370
H 0.59152 1.26130 4.09288 -0.01 0.00 -0.10 0.073
H -0.99724 0.90768 5.89232 0.07 0.02 0.00 0.336
H -1.74538 0.33156 4.39971 0.00 -0.01 -0.01 0.315
C 0.10896 -3.34175 -2.85439 0.08 -0.09 0.01 -0.986
C -0.86307 -2.28126 -2.64816 -0.52 0.43 0.00 0.615
N -1.65990 -1.45840 -2.49483 0.64 -0.39 0.00 -0.509
H 0.98716 -2.94540 -3.36045 0.01 -0.02 -0.03 0.371
H 0.40360 -3.76186 -1.89428 -0.01 -0.03 0.00 0.304
H -0.33234 -4.12611 -3.46633 -0.02 -0.01 0.00 0.353
F 4.10590 -3.00164 3.54919 -0.08 0.23 -0.12 -0.345
O 6.63952 -2.16970 0.35803 -0.06 0.28 -0.17 -0.602
H 5.72580 -2.06085 0.64695 0.08 -0.21 0.13 0.335
H 6.58325 -2.33619 -0.58665 0.04 -0.14 0.00 0.288
N 4.84993 2.52862 3.45995 -3.12 1.06 0.55 1.103
O 3.69350 2.38218 3.71685 0.24 -0.06 0.08 -0.420
O 5.61888 1.46412 3.14300 2.03 -2.38 -1.17 -0.203
O 5.48034 3.54272 3.45006 0.91 -0.59 -0.18 -0.496
Al 7.50028 2.63153 -3.76462 0.36 -0.04 0.02 0.636
C -5.26481 -2.81192 -1.18206 0.12 0.01 0.20 -0.725
C -4.25458 -3.70734 -0.46877 -0.35 -0.19 -0.39 -0.219
O -3.22543 -4.07508 -1.36516 0.18 -0.14 0.33 -0.414
H -5.70778 -3.31654 -2.03856 0.05 -0.16 0.02 0.305
H -6.05580 -2.50872 -0.49736 0.02 0.12 0.02 0.340
H -4.76479 -1.91895 -1.54764 -0.17 0.18 -0.02 0.177
H -4.69806 -4.62395 -0.08828 0.09 -0.06 0.01 0.319
H -3.82061 -3.15197 0.37796 -0.02 0.06 0.09 0.211
H -2.85366 -3.24999 -1.69342 -0.05 0.17 -0.24 0.222
F -7.34197 -0.92686 -2.35374 0.70 0.00 -0.57 -0.302
P -6.89963 0.67148 -2.37035 -0.91 0.41 0.04 0.999
F -7.10380 0.55036 -0.73229 -0.19 -0.21 -0.33 -0.327
F -8.12634 0.70190 -3.47336 0.04 -0.02 0.64 -0.299
F -5.35787 0.06836 -2.05800 0.09 0.50 0.55 -0.285
F -7.37704 2.20940 -2.02988 0.89 -0.09 -0.09 -0.313
F -5.99622 1.36042 -3.57792 -0.31 -0.48 -0.19 -0.300